# 1
{
  "formula": "C33H23N6O4SZn",
  "method": "ωB97M-V/def2-TZVPD",
  "molar_mass_da": 665.04,
  "e_tot_ha": -4078.5295,
  "max_force_ha_per_bohr": 0.054,
  "charge": -1,
  "e_above_lowest_ev": 0.000,
  "homo_lumo_gap_ha": 0.2451,
  "spin_multiplicity": 1,
  "symbols": ["H", "N", "H", "C", "H", "C", "N", "H", "H", "C", "C", "H", "C", "H", "H", "N", "C", "O", "C", "H", "C", "H", "H", "C", "H", "C", "C", "C", "H", "C", "C", "Zn", "C", "C", "H", "H", "O", "C", "C", "C", "C", "C", "C", "C", "C", "H", "C", "S", "H", "H", "C", "N", "N", "C", "O", "C", "C", "H", "H", "H", "C", "H", "C", "C", "H", "N", "C", "O"],
  "coordinates": [[-1.01, -16.05, 9.00], [-0.49, -18.98, 10.37], [5.17, -17.69, 5.59], [0.06, -15.87, 12.70], [-0.23, -15.91, 14.91], [5.25, -16.42, 8.79], [1.67, -18.01, 7.95], [5.47, -15.53, 6.75], [-1.71, -19.23, 12.02], [1.82, -16.19, 14.34], [2.66, -13.40, 8.42], [3.87, -16.48, 13.53], [1.96, -17.75, 6.60], [3.24, -15.11, 4.81], [2.65, -19.94, 10.19], [3.14, -16.67, 10.90], [2.73, -16.41, 13.32], [4.49, -18.72, 11.74], [0.93, -19.07, 8.32], [-0.12, -20.41, 13.37], [2.82, -11.31, 9.52], [3.02, -13.93, 11.61], [5.43, -15.59, 9.45], [5.32, -16.43, 7.38], [2.38, -20.43, 12.47], [-0.74, -19.43, 11.59], [0.97, -16.10, 11.67], [-1.30, -15.81, 12.36], [-2.11, -15.69, 13.09], [1.50, -20.18, 11.91], [2.84, -16.12, 4.98], [2.15, -16.39, 9.08], [0.72, -19.22, 9.86], [4.83, -18.83, 7.37], [1.81, -19.71, 5.86], [4.36, -19.67, 9.35], [5.53, -16.42, 11.73], [2.01, -18.68, 5.55], [2.33, -16.40, 12.02], [2.85, -17.10, 3.97], [-0.68, -16.00, 10.02], [2.60, -14.20, 7.14], [1.72, -19.80, 10.61], [0.46, -15.99, 14.08], [2.85, -11.97, 10.74], [2.32, -19.05, 3.49], [4.72, -18.81, 8.75], [4.59, -17.39, 11.14], [2.94, -10.25, 9.51], [4.66, -19.71, 6.78], [5.18, -17.68, 6.71], [2.68, -14.03, 9.60], [2.38, -15.48, 7.36], [4.96, -17.62, 9.44], [2.72, -13.59, 6.10], [2.71, -12.01, 8.34], [2.38, -18.32, 4.25], [3.23, -16.87, 2.99], [-2.68, -15.48, 10.76], [2.83, -11.50, 11.70], [-1.64, -15.79, 11.01], [2.20, -16.17, 15.38], [0.22, -20.05, 12.43], [2.35, -16.37, 6.28], [2.83, -11.51, 7.34], [0.60, -16.18, 10.39], [2.85, -13.36, 10.74], [0.45, -20.00, 7.66]]
}

---

# 2
{
  "formula": "C34H40IN6O3PbSSe2",
  "method": "ωB97M-V/def2-TZVPD",
  "molar_mass_da": 1104.82,
  "e_tot_ha": -7564.6809,
  "max_force_ha_per_bohr": 0.004,
  "charge": 3,
  "e_above_lowest_ev": 0.818,
  "homo_lumo_gap_ha": 0.2942,
  "spin_multiplicity": 1,
  "symbols": ["C", "C", "H", "N", "O", "H", "C", "C", "C", "H", "H", "I", "C", "H", "H", "C", "C", "S", "H", "H", "C", "C", "H", "H", "H", "C", "C", "C", "H", "C", "C", "H", "H", "H", "H", "N", "H", "H", "C", "N", "C", "H", "C", "H", "H", "C", "C", "N", "Pb", "Se", "Se", "H", "C", "H", "C", "C", "H", "C", "H", "C", "H", "C", "C", "H", "H", "C", "C", "H", "H", "H", "H", "N", "H", "C", "N", "H", "C", "H", "O", "H", "H", "O", "H", "H", "H", "C", "C", "C"],
  "coordinates": [[-4.43, -0.99, 2.00], [-5.06, 0.45, 0.43], [6.05, -2.93, 1.79], [0.26, 2.30, -0.50], [-1.43, 1.67, -3.52], [-4.37, 5.38, -0.52], [1.11, 3.18, 0.04], [-3.63, -1.63, 2.94], [-2.76, -0.14, -1.91], [-4.40, -4.49, -1.79], [-0.38, 3.90, -3.38], [-1.96, 5.88, 0.48], [-5.77, -1.36, 1.86], [0.63, 1.64, 4.64], [-4.27, -2.19, -2.79], [-2.20, -3.00, 0.29], [0.96, 4.63, -1.84], [-6.53, -0.37, 0.66], [1.20, -1.71, -0.36], [4.81, 0.59, 1.47], [-3.75, 4.79, 0.15], [-0.26, 2.59, -1.70], [-1.62, -3.17, 1.19], [2.18, 5.02, -0.11], [-3.71, 2.24, -2.06], [3.96, 0.06, 3.40], [-3.45, 3.42, -0.38], [1.54, 1.05, 4.72], [2.60, 0.37, -0.02], [0.06, 3.73, -2.41], [-3.69, -2.47, -1.92], [-7.37, -2.66, 2.52], [4.79, -4.05, 1.15], [-4.24, 4.69, 1.12], [3.74, -0.83, 3.99], [1.56, -0.17, -1.75], [0.29, -1.83, -1.88], [1.23, 5.54, -2.37], [-6.33, -2.38, 2.63], [-1.63, 0.56, -1.52], [-4.18, -2.63, 3.71], [4.54, 0.73, 4.03], [-2.84, -1.54, -1.35], [-3.03, -4.98, 0.24], [5.78, -0.57, 2.37], [-3.76, -3.73, -1.36], [-3.00, -4.01, -0.23], [-3.84, 3.15, -1.62], [-1.66, 0.58, 0.82], [3.94, -1.71, 1.12], [2.28, 0.95, 2.93], [-4.31, 3.85, -2.17], [1.49, 4.35, -0.60], [4.31, 0.68, -3.27], [4.76, -0.25, 2.16], [5.87, -2.00, -1.00], [-5.92, -3.80, 4.17], [6.45, -1.71, -2.22], [1.68, 1.14, -3.41], [2.82, 0.35, -1.09], [1.31, 0.06, 5.10], [5.88, -0.74, -3.04], [1.52, 0.08, -3.22], [2.91, 1.39, -1.40], [2.24, 1.57, 5.37], [4.08, -0.40, -1.44], [4.72, -0.10, -2.64], [1.51, 2.93, 1.02], [0.54, -0.20, -3.59], [-4.98, 1.24, -0.30], [-3.57, -3.13, 4.45], [-2.11, -1.79, -0.25], [2.29, -0.52, -3.70], [4.71, -1.35, -0.61], [-4.05, 0.05, 1.15], [-2.60, -1.32, 3.10], [-5.52, -3.01, 3.55], [2.03, -2.22, -1.86], [-2.87, 2.59, 0.34], [6.35, -0.48, -3.98], [4.64, -3.37, 2.79], [-3.67, 0.31, -2.57], [6.34, -2.74, -0.36], [0.81, 0.41, -1.33], [7.35, -2.22, -2.52], [1.25, -1.59, -1.44], [-1.20, 1.59, -2.34], [4.99, -3.19, 1.78]]
}

---

# 3
{
  "formula": "ClH4PSi",
  "method": "ωB97M-V/def2-TZVPD",
  "molar_mass_da": 98.54,
  "e_tot_ha": -1093.3660,
  "max_force_ha_per_bohr": 0.062,
  "charge": 0,
  "e_above_lowest_ev": 2.313,
  "homo_lumo_gap_ha": 0.2888,
  "spin_multiplicity": 1,
  "symbols": ["H", "H", "Si", "P", "H", "H", "Cl"],
  "coordinates": [[-0.06, -1.63, 1.18], [-0.63, 0.67, 1.75], [-0.12, -0.24, 0.74], [-0.32, 0.36, -1.38], [0.35, -0.75, -1.88], [0.83, 1.15, -1.35], [2.84, 0.20, 1.12]]
}

---

# 4
{
  "formula": "C7H16N2",
  "method": "ωB97M-V/def2-TZVPD",
  "molar_mass_da": 128.22,
  "e_tot_ha": -385.7846,
  "max_force_ha_per_bohr": 0.006,
  "charge": 0,
  "e_above_lowest_ev": 1.523,
  "homo_lumo_gap_ha": 0.3317,
  "spin_multiplicity": 1,
  "symbols": ["H", "C", "H", "H", "H", "H", "C", "N", "C", "C", "C", "H", "H", "H", "H", "H", "H", "C", "H", "C", "H", "H", "N", "H", "H"],
  "coordinates": [[4.32, -2.15, 1.72], [4.07, -0.74, 0.11], [4.95, 0.46, -1.39], [-4.25, 0.50, 1.51], [-5.30, -1.54, 0.14], [2.82, 2.21, 1.10], [4.82, -0.52, -0.96], [-4.98, 0.95, 0.98], [-4.75, -0.91, -0.55], [-5.59, 1.31, -1.30], [3.90, -2.11, 0.71], [2.85, -2.37, 0.77], [3.15, 0.02, 1.74], [4.54, 1.96, 0.69], [-5.76, 0.93, -2.29], [-5.84, 2.34, -1.12], [-3.68, -1.07, -0.37], [-5.11, 0.53, -0.34], [-5.01, 1.95, 1.10], [3.51, 1.62, 0.49], [3.29, 1.81, -0.56], [4.41, -2.86, 0.10], [3.31, 0.22, 0.77], [-4.97, -1.22, -1.57], [5.32, -1.33, -1.46]]
}

---

# 5
{
  "formula": "F2H2N2O2S",
  "method": "ωB97M-V/def2-TZVPD",
  "molar_mass_da": 132.09,
  "e_tot_ha": -858.8935,
  "max_force_ha_per_bohr": 0.148,
  "charge": 0,
  "e_above_lowest_ev": 1.518,
  "homo_lumo_gap_ha": 0.4243,
  "spin_multiplicity": 1,
  "symbols": ["N", "F", "H", "S", "H", "F", "O", "O", "N"],
  "coordinates": [[1.01, -0.52, -0.66], [0.81, -1.17, -1.82], [-0.09, 0.43, 1.92], [-0.59, -0.41, 0.03], [-0.03, 1.70, 0.60], [1.60, 0.61, -1.01], [-0.67, -1.48, 0.97], [-1.68, -0.01, -1.12], [-0.36, 0.86, 1.07]]
}

---

# 6
{
  "formula": "C10H10N2O2",
  "method": "ωB97M-V/def2-TZVPD",
  "molar_mass_da": 190.20,
  "e_tot_ha": -646.9880,
  "max_force_ha_per_bohr": 0.160,
  "charge": 0,
  "e_above_lowest_ev": 3.102,
  "homo_lumo_gap_ha": 0.3301,
  "spin_multiplicity": 1,
  "symbols": ["H", "O", "H", "C", "C", "C", "O", "H", "C", "C", "H", "C", "C", "H", "H", "C", "H", "H", "H", "N", "H", "C", "N", "C"],
  "coordinates": [[-2.54, -1.19, 4.40], [2.59, 0.67, 0.04], [2.41, -0.32, -4.22], [-0.63, -0.52, 3.54], [-0.08, 1.03, -2.44], [2.08, 0.59, -1.03], [-1.00, 1.85, -2.42], [-0.08, -0.22, 0.25], [0.05, -0.08, 2.34], [-2.62, -0.84, 2.32], [0.08, -0.57, 4.34], [-0.56, -0.28, 1.09], [-2.02, -0.84, 3.50], [0.19, 1.42, -0.50], [3.60, 0.08, -2.44], [1.85, 0.14, -3.43], [-3.66, -1.15, 2.47], [1.13, -0.13, 2.34], [0.09, 0.42, -4.54], [2.47, -0.04, -2.18], [-2.57, -0.64, 0.23], [-2.01, -0.61, 1.14], [0.69, 0.92, -1.26], [0.55, 0.31, -3.52]]
}

---

# 7
{
  "formula": "C5H9NS",
  "method": "ωB97M-V/def2-TZVPD",
  "molar_mass_da": 115.20,
  "e_tot_ha": -648.7031,
  "max_force_ha_per_bohr": 0.057,
  "charge": 0,
  "e_above_lowest_ev": 4.084,
  "homo_lumo_gap_ha": [0.3150, 0.3150],
  "spin_multiplicity": 1,
  "symbols": ["H", "H", "H", "H", "N", "C", "H", "H", "C", "C", "H", "C", "C", "H", "S", "H"],
  "coordinates": [[1.44, -3.45, 0.97], [1.70, -1.46, -2.10], [-1.75, 2.91, -0.87], [-0.01, 1.50, 1.37], [0.78, -1.35, -1.67], [-0.17, 2.02, 0.46], [2.09, -0.27, 1.21], [-0.48, -1.31, -0.01], [0.63, -1.47, -0.26], [1.41, -2.37, 0.66], [0.22, -1.99, -2.13], [1.58, -1.08, 0.77], [-1.47, 2.68, 0.20], [-2.37, 2.04, 0.46], [1.02, 1.85, -0.63], [-1.59, 3.71, 0.74]]
}

---

# 8
{
  "formula": "C3H15HfO13S2",
  "method": "ωB97M-V/def2-TZVPD",
  "molar_mass_da": 501.76,
  "e_tot_ha": -1946.1680,
  "max_force_ha_per_bohr": 0.047,
  "charge": -1,
  "homo_lumo_gap_ha": 0.2858,
  "spin_multiplicity": 1,
  "symbols": ["O", "O", "H", "O", "H", "C", "H", "S", "H", "H", "O", "H", "H", "H", "O", "C", "O", "H", "O", "O", "H", "C", "H", "O", "S", "H", "O", "O", "O", "H", "H", "Hf", "H", "O"],
  "coordinates": [[36.28, -24.80, 5.28], [36.32, -31.05, 5.33], [34.55, -29.82, 3.98], [38.76, -27.96, 4.90], [37.21, -26.59, 7.63], [33.57, -29.85, 8.46], [36.76, -29.78, 9.78], [35.57, -26.02, 4.98], [33.88, -28.51, 4.49], [35.31, -29.76, 10.70], [36.46, -27.00, 4.24], [33.45, -30.89, 8.15], [38.32, -30.41, 7.61], [39.34, -29.71, 6.67], [40.03, -29.62, 3.74], [35.02, -29.42, 8.58], [35.67, -29.51, 7.37], [35.85, -31.43, 6.08], [38.41, -29.87, 6.83], [37.57, -29.43, 3.65], [34.99, -28.34, 8.83], [35.71, -30.10, 9.74], [35.73, -31.19, 9.67], [37.72, -27.33, 7.30], [38.91, -28.71, 3.58], [38.65, -27.19, 7.52], [38.98, -27.83, 2.45], [34.66, -29.06, 4.56], [35.45, -26.90, 6.22], [33.00, -29.22, 7.77], [36.33, -31.69, 4.61], [36.76, -28.66, 5.62], [33.02, -29.79, 9.41], [34.31, -25.84, 4.28]]
}

---

# 9
{
  "formula": "C11H20BiN2OP",
  "method": "ωB97M-V/def2-TZVPD",
  "molar_mass_da": 436.25,
  "e_tot_ha": -1171.4624,
  "max_force_ha_per_bohr": 0.160,
  "charge": 0,
  "homo_lumo_gap_ha": 0.1580,
  "spin_multiplicity": 1,
  "symbols": ["H", "C", "N", "C", "H", "H", "C", "C", "C", "C", "H", "C", "H", "O", "N", "H", "P", "C", "H", "H", "H", "H", "H", "H", "H", "C", "H", "H", "H", "C", "H", "H", "Bi", "H", "H", "C"],
  "coordinates": [[2.38, 1.25, -0.94], [0.23, -1.73, 1.34], [-0.01, -0.38, 1.80], [-0.36, 3.11, 0.49], [1.21, -1.77, 0.82], [0.39, 3.86, 0.81], [0.06, -3.00, -2.68], [-0.09, 0.68, 0.93], [-0.78, -1.20, -3.95], [-0.64, 2.20, 2.79], [-1.72, 2.01, 2.95], [0.17, 1.26, 3.66], [-0.58, -2.06, 0.67], [0.01, 0.53, -0.29], [-0.32, 1.96, 1.39], [0.68, -3.82, -2.33], [1.95, 0.50, -2.07], [0.35, -2.09, -3.75], [-0.87, -0.44, -4.73], [3.24, -0.01, -2.42], [-1.37, 3.57, 0.52], [-1.22, -0.42, 3.52], [-0.44, 3.26, 3.07], [1.24, -2.13, -4.38], [0.28, -2.45, 2.19], [-1.19, -2.57, -2.13], [-1.71, -3.04, -1.29], [-0.14, 2.85, -0.57], [-0.07, 1.42, 4.73], [-1.74, -1.50, -2.95], [-2.70, -1.01, -2.81], [0.50, -0.84, 3.82], [0.20, -0.84, -1.90], [1.25, 1.45, 3.49], [1.98, 1.58, -3.00], [-0.17, -0.17, 3.24]]
}

---

# 10
{
  "formula": "C17H24N2O3",
  "method": "ωB97M-V/def2-TZVPD",
  "molar_mass_da": 304.39,
  "e_tot_ha": -996.8875,
  "max_force_ha_per_bohr": 0.385,
  "charge": 0,
  "e_above_lowest_ev": 16.595,
  "homo_lumo_gap_ha": 0.3253,
  "spin_multiplicity": 1,
  "symbols": ["H", "H", "H", "O", "H", "C", "C", "C", "C", "H", "C", "H", "H", "O", "H", "C", "N", "H", "H", "H", "C", "C", "C", "C", "C", "C", "H", "H", "H", "H", "H", "H", "C", "H", "H", "C", "H", "H", "H", "O", "H", "H", "C", "N", "C", "C"],
  "coordinates": [[-5.09, 1.59, 0.26], [-5.52, 0.38, 1.18], [2.46, 3.52, -0.71], [0.36, -0.93, -1.42], [-0.20, -2.76, 1.09], [1.58, -2.68, 0.21], [-4.75, 0.70, 0.47], [4.17, 2.31, -0.75], [-0.06, -2.62, 0.25], [1.84, -3.70, 0.91], [-2.14, 0.04, -0.96], [1.90, -3.11, -0.79], [-3.45, 1.47, 2.13], [0.69, -0.52, 1.81], [-3.17, -0.12, 1.92], [-3.49, 0.73, 1.48], [-1.45, -0.94, -0.35], [-3.86, 1.11, -1.98], [5.00, 0.29, -1.12], [-4.35, -1.26, 0.00], [2.53, 0.53, 1.00], [1.84, 1.49, -0.12], [1.64, -0.33, 0.96], [-4.66, -0.36, -0.59], [-0.23, -1.47, -0.67], [3.38, -1.26, 0.10], [-3.51, -0.69, -2.35], [-2.39, 2.32, -0.15], [4.45, 0.00, 1.42], [-5.54, -0.68, -1.13], [-2.03, -1.50, 0.42], [2.45, 1.39, 2.15], [2.83, 2.42, -0.69], [-1.49, 0.58, -1.64], [-1.36, 1.33, 0.98], [4.70, 0.93, -0.50], [5.60, 1.26, 0.17], [4.81, 3.03, -1.17], [-0.42, -3.53, -0.50], [4.13, -1.97, -0.67], [1.03, 2.26, 0.31], [1.58, 0.89, -1.10], [-3.48, -0.06, -1.50], [2.15, -1.48, 0.68], [-2.34, 1.14, 0.39], [3.90, 0.28, 0.54]]
}

---

# 11
{
  "formula": "C21H25BFeN4OS",
  "method": "ωB97M-V/def2-TZVPD",
  "molar_mass_da": 448.18,
  "e_tot_ha": -2796.2066,
  "max_force_ha_per_bohr": 0.057,
  "charge": 0,
  "homo_lumo_gap_ha": [0.2985, 0.3161],
  "spin_multiplicity": 5,
  "symbols": ["N", "O", "C", "C", "H", "C", "H", "H", "C", "H", "H", "H", "C", "H", "H", "H", "C", "C", "C", "H", "H", "C", "H", "N", "H", "H", "S", "H", "H", "H", "C", "C", "H", "N", "H", "C", "C", "C", "H", "H", "B", "C", "H", "H", "Fe", "C", "C", "C", "C", "H", "N", "C", "C", "H"],
  "coordinates": [[-3.62, 0.95, 1.60], [0.28, 1.61, -0.41], [3.63, -1.04, -2.90], [-0.18, -1.63, -1.06], [6.63, -2.35, -2.29], [3.51, -0.12, -1.89], [1.51, 1.15, 2.84], [1.03, -0.63, 4.93], [5.68, -0.79, -1.15], [-0.37, 5.08, 0.91], [-3.31, 1.70, 3.75], [2.83, -1.04, -3.63], [0.76, -1.05, -0.05], [1.61, -1.77, 0.11], [-0.15, -3.78, -3.75], [0.16, 4.47, 2.46], [-1.95, -2.77, -2.94], [4.76, -1.80, -3.14], [2.23, 0.71, -1.77], [2.36, 1.81, -1.87], [-3.67, -0.29, 3.54], [5.81, -1.71, -2.20], [-3.50, 2.83, -0.95], [-0.64, 1.00, 2.60], [0.23, -0.96, 0.88], [4.43, 0.67, -0.17], [1.46, 0.69, -0.20], [-3.49, -1.77, -1.80], [4.79, -2.54, -3.95], [-1.48, 5.07, 2.37], [-1.56, -1.40, -1.04], [-1.09, -0.34, 4.28], [-1.76, -0.91, 4.84], [-3.04, 1.93, 0.85], [1.28, -2.81, -1.97], [-3.80, 2.08, -0.22], [0.24, -2.56, -2.06], [0.54, 0.70, 3.17], [-5.73, 1.16, -0.84], [-1.97, -0.73, -0.30], [-3.11, 0.71, 3.13], [-2.46, -1.99, -1.90], [-5.36, -0.13, 1.50], [1.42, 0.50, -2.49], [-1.10, 2.53, 1.21], [-0.60, -3.10, -3.02], [-4.74, 0.58, 1.02], [-4.92, 1.28, -0.14], [-0.70, 4.52, 1.79], [-2.59, -3.12, -3.74], [-1.59, 0.35, 3.26], [4.53, 0.04, -1.01], [0.32, -0.22, 4.23], [6.45, -0.76, -0.38]]
}